Entry from the Open Molecules 2025 dataset: a cluster of 5 separate species, C9H30NO4 in total (wB97M-V/def2-TZVPD).

Geometry (Å):
N 0.707 1.720 -0.243
H 0.360 1.446 0.666
H 0.427 1.072 -0.965
H 1.699 1.867 -0.129
H 0.202 2.562 -0.483
O 0.061 0.028 -2.073
H 0.118 0.039 -3.029
H -0.394 -0.790 -1.870
C -2.426 2.402 -0.329
C -2.487 2.427 1.193
C -3.788 1.909 1.759
O -1.487 1.540 1.686
H -1.757 3.171 -0.714
H -3.417 2.761 -0.609
H -2.467 1.421 -0.802
H -2.319 3.449 1.533
H -4.627 2.538 1.463
H -3.698 1.988 2.842
H -3.967 0.869 1.486
H -1.536 1.580 2.644
C 3.940 -1.524 0.024
C 4.095 -0.026 -0.139
C 3.993 0.301 -1.577
O 3.104 0.693 0.524
H 3.058 -1.881 -0.507
H 4.037 -1.799 1.075
H 4.781 -2.035 -0.445
H 5.042 0.330 0.266
H 4.052 1.380 -1.724
H 3.082 -0.051 -2.061
H 4.834 -0.172 -2.083
H 3.119 0.494 1.463
C -2.256 -3.406 0.186
C -1.513 -2.071 -0.071
C -0.149 -1.995 0.594
O -1.432 -2.055 -1.474
H -2.655 -3.525 1.193
H -1.460 -4.150 0.169
H -3.107 -3.769 -0.390
H -2.156 -1.268 0.288
H 0.713 -2.522 0.185
H -0.267 -2.245 1.648
H 0.205 -0.966 0.658
H -2.263 -1.736 -1.832

Molecular weight: 216.34 g mol⁻¹
Total charge: +1
Frontier orbital gap: 10.89 eV
Energy above the lowest of the compared OMol25 structures with the same formula, charge and spin: 26.1 kcal per mole
HOMO level: -13.3898 eV